[1]
CH5IOSi | ωB97M-V/def2-TZVPD

```
9
Properties=species:S:1:pos:R:3:forces:R:3
C -0.7964 0.7691 0.2028 3.7 3.9 2.8
O 0.2222 -1.4670 -1.0784 0.0 -2.0 -0.6
Si 0.4583 -0.6487 0.2570 -1.1 1.5 3.2
I 2.6537 0.3180 0.3862 0.6 0.1 0.0
H -1.3828 1.0658 1.1418 1.1 -0.6 -1.2
H -0.1254 1.8177 -0.1313 -2.3 -3.0 0.7
H -1.4724 0.5011 -0.4956 -2.3 -0.5 -2.6
H 0.1862 -0.9377 -1.8540 -0.1 0.5 -1.2
H 0.2566 -1.4183 1.5715 0.3 0.1 -1.2
```
Positions in Å, forces in eV/Å.

Output
- SMILES: C[Si@@H](O)I
- Gap between HOMO and LUMO: 10.3 eV
- Net charge: 0
- Molecular weight: 188.04 g mol⁻¹

[2]
C23H27ClN4O | ωB97M-V/def2-TZVPD

```
56
Properties=species:S:1:pos:R:3:forces:R:3
C -1.7508 -3.2940 -3.7624 0.0 0.0 0.0
C -1.7616 -1.9974 -3.4831 0.0 0.0 0.0
C -1.1530 -0.9601 -4.3826 0.0 0.0 0.0
C -2.4049 -1.4807 -2.2200 0.0 0.0 0.0
N -1.4017 -0.9825 -1.2904 0.1 0.0 -0.1
C -1.3820 -1.3644 -0.0042 -0.1 0.0 0.1
O -2.2316 -2.0777 0.5108 0.0 0.0 0.0
C -0.2576 -0.8196 0.8952 0.0 0.0 0.0
C 1.1959 -1.0222 0.4911 0.0 0.0 0.0
C 2.0359 -1.6104 1.3931 0.0 0.0 0.0
C 3.4364 -1.7263 1.1704 0.0 0.0 0.0
C 3.9785 -1.2376 0.0358 0.0 0.0 0.0
N 3.1561 -0.6566 -0.8917 0.0 0.0 0.0
C 3.4597 -0.0939 -2.1119 0.0 0.0 0.0
C 2.2657 0.3194 -2.6262 0.0 0.0 0.0
N 1.2381 0.0392 -1.7786 0.0 -0.1 0.0
C 1.7827 -0.5490 -0.7256 0.0 0.0 0.1
N -0.5667 0.5536 1.3522 0.0 0.1 0.0
C -0.2444 0.7558 2.7652 0.0 0.0 0.0
C -1.2926 0.1487 3.6977 0.0 0.0 0.0
C -2.6494 0.8119 3.4919 0.0 0.0 0.0
C -0.8236 0.2760 5.1428 0.0 0.0 0.0
C -0.1543 1.6165 0.4918 0.0 0.0 0.0
C 1.1019 2.2075 0.6082 0.0 0.0 0.0
C 1.5073 3.1958 -0.2727 0.0 0.0 0.0
C 0.6425 3.5949 -1.2780 0.0 0.0 0.0
Cl 1.1581 4.8077 -2.4160 0.0 0.0 0.0
C -0.6254 3.0515 -1.3895 0.0 0.0 0.0
C -1.0207 2.0695 -0.4948 0.0 0.0 0.0
H -2.2063 -4.0161 -3.0963 0.0 0.0 0.0
H -1.2827 -3.6725 -4.6633 0.0 0.0 0.0
H -0.4316 -0.3436 -3.8405 0.0 0.0 0.0
H -0.6446 -1.4157 -5.2314 0.0 0.0 0.0
H -1.9266 -0.2873 -4.7625 0.0 0.0 0.0
H -3.1126 -0.6795 -2.4623 0.0 0.0 0.0
H -2.9568 -2.2666 -1.7094 0.0 0.0 0.0
H -0.6006 -0.4729 -1.6576 0.0 0.1 0.1
H -0.3892 -1.4404 1.7784 0.0 0.0 0.0
H 1.6254 -1.9962 2.3179 0.0 0.0 0.0
H 4.0732 -2.1924 1.9074 0.0 0.0 0.0
H 5.0301 -1.2719 -0.2070 0.0 0.0 0.0
H 4.4676 -0.0474 -2.4833 0.0 0.0 0.0
H 2.0970 0.8113 -3.5706 0.0 0.0 0.0
H 0.7516 0.3606 3.0208 0.0 0.0 0.0
H -0.2078 1.8331 2.9440 0.0 0.0 0.0
H -1.3986 -0.9147 3.4582 0.0 0.0 0.0
H -2.5923 1.8787 3.7277 0.0 0.0 0.0
H -2.9791 0.7050 2.4592 0.0 0.0 0.0
H -3.4040 0.3648 4.1409 0.0 0.0 0.0
H -0.7080 1.3279 5.4186 0.0 0.0 0.0
H -1.5458 -0.1681 5.8287 0.0 0.0 0.0
H 0.1379 -0.2182 5.2989 0.0 0.0 0.0
H 1.7796 1.8730 1.3852 0.0 0.0 0.0
H 2.4875 3.6455 -0.1927 0.0 0.0 0.0
H -1.2932 3.3952 -2.1674 0.0 0.0 0.0
H -2.0085 1.6329 -0.5603 0.0 0.0 0.0
```
Positions in Å, forces in eV/Å.

Output
- SMILES: C=C(C)CNC(=O)[C@@H](c1cccn2ccnc12)N(CC(C)C)c1ccc(Cl)cc1
- Gap between HOMO and LUMO: 8.7 eV
- Net charge: 0
- Molecular weight: 410.95 g mol⁻¹